1.
Formula: C35H52P3SbSeV
Source: the Open Molecules 2025 dataset
Level of theory: ωB97M-V/def2-TZVPD

```
! RIJCOSX wB97M-V def2-TZVPD def2/J DEFGRID3
* xyz 3 3
V -0.86 0.33 -1.02
P -2.11 2.39 -1.24
P -2.26 -0.45 1.08
P -2.36 -1.18 -2.24
H 1.80 0.25 -3.95
C 0.86 0.81 -3.88
C 0.12 0.64 -2.73
H 0.74 0.38 -1.78
C -0.95 3.67 -0.74
C -3.58 2.68 -0.19
C -2.73 3.02 -2.87
C -1.82 -2.02 1.92
C -2.21 0.63 2.56
C -4.07 -0.72 1.04
C -1.80 -1.49 -3.96
C -4.10 -0.60 -2.53
C -2.68 -2.87 -1.66
H 0.66 1.59 -4.63
H -0.97 1.14 -2.61
H 0.01 3.55 -1.26
H -0.77 3.59 0.33
H -1.33 4.67 -0.95
H -3.36 2.43 0.85
H -4.44 2.11 -0.56
H -3.86 3.74 -0.23
H -1.88 3.11 -3.57
H -3.18 4.02 -2.75
H -3.50 2.36 -3.31
H -2.60 -2.21 2.66
H -0.87 -1.92 2.43
H -1.76 -2.87 1.23
H -3.09 0.40 3.17
H -2.20 1.70 2.33
H -1.31 0.39 3.15
H -4.37 -0.82 2.09
H -4.34 -1.65 0.52
H -4.62 0.12 0.60
H -2.61 -1.94 -4.55
H -0.95 -2.19 -3.94
H -1.44 -0.57 -4.42
H -4.59 -1.28 -3.25
H -4.14 0.42 -2.93
H -4.68 -0.63 -1.60
H -3.45 -3.34 -2.29
H -3.03 -2.89 -0.63
H -1.77 -3.46 -1.72
C 1.22 -3.33 -2.44
C 1.91 -2.51 -3.34
C 2.01 -2.92 -4.69
C 1.53 -4.17 -5.09
C 0.80 -4.95 -4.20
C 0.62 -4.52 -2.89
Se 1.14 -3.16 -0.52
H 2.60 -3.23 -0.39
H 2.34 -1.57 -2.99
H 2.52 -2.29 -5.42
H 1.70 -4.54 -6.10
H 0.39 -5.91 -4.52
H 0.07 -5.11 -2.17
C 5.96 -0.34 1.86
C 5.25 -1.01 0.85
C 3.95 -0.60 0.52
C 3.33 0.41 1.27
C 4.05 1.09 2.26
C 5.37 0.72 2.54
Sb 1.11 0.56 1.19
C 1.19 -0.50 3.18
C 1.49 -1.86 3.20
C 1.60 -2.55 4.41
C 1.46 -1.85 5.62
C 1.21 -0.47 5.61
C 1.10 0.20 4.38
C 1.19 2.66 1.81
C 0.38 3.22 2.81
C 0.43 4.60 3.06
C 1.28 5.42 2.32
C 2.11 4.86 1.34
C 2.07 3.48 1.11
H 6.97 -0.68 2.10
H 5.68 -1.86 0.32
H 3.44 -1.10 -0.30
H 3.59 1.89 2.84
H 5.92 1.25 3.32
H 1.64 -2.40 2.27
H 1.82 -3.62 4.41
H 1.56 -2.38 6.56
H 1.13 0.08 6.55
H 0.96 1.28 4.40
H -0.28 2.61 3.42
H -0.20 5.03 3.85
H 1.31 6.50 2.51
H 2.79 5.50 0.77
H 2.76 3.05 0.38
*
```

Results
Gap between HOMO and LUMO (alpha / beta): 5.3 / 5.5 eV
HOMO level (alpha / beta): -0.579 / -0.579 Ha
Lowest unoccupied orbital energy (alpha / beta): -10.464 / -10.205 eV
⟨S²⟩: 2.072

2.
Formula: C9H7Cl2IrN9O6S2
Source: the Open Molecules 2025 dataset
Level of theory: ωB97M-V/def2-TZVPD

```
! RIJCOSX wB97M-V def2-TZVPD def2/J DEFGRID3
* xyz 0 2
Ir -0.48 0.07 0.69
Cl 1.62 -3.23 -1.73
C 1.00 -1.61 -1.82
Cl -0.67 -1.51 -1.09
H 0.87 -1.32 -2.86
H 1.62 -0.92 -1.26
N -1.89 2.86 -0.54
C -0.58 2.59 -0.92
N 0.09 3.38 -1.72
N 1.23 2.71 -1.95
N 1.24 1.59 -1.31
N 0.09 1.47 -0.64
C -2.72 1.99 0.01
N -4.06 2.17 0.12
N -4.52 1.07 0.58
N -3.51 0.17 0.79
N -2.40 0.74 0.45
H -2.27 3.75 -0.84
O 1.45 -0.43 0.97
S 1.74 -1.72 1.77
O 3.05 -2.17 1.42
O 0.63 -2.61 1.67
C 1.83 -1.12 3.45
C 2.96 -1.49 4.15
C 3.13 -1.12 5.48
C 2.16 -0.37 6.12
C 1.02 0.01 5.43
C 0.85 -0.36 4.10
S -0.66 0.24 3.37
O -1.45 0.81 4.40
O -0.28 1.28 2.30
O -1.24 -0.84 2.54
H 3.72 -2.07 3.64
H 4.02 -1.42 6.01
H 2.28 -0.08 7.16
H 0.25 0.59 5.92
*
```

Results
Gap between HOMO and LUMO (alpha / beta): 9.3 / 6.1 eV
HOMO level (alpha / beta): -0.370 / -0.377 Ha
ΔE to the lowest compared entry with this formula, charge and spin: 0.0 kJ/mol
Lowest unoccupied orbital energy (alpha / beta): -0.776 / -4.173 eV
⟨S²⟩: 0.762

3.
Formula: C6H8N2O
Source: the Open Molecules 2025 dataset
Level of theory: ωB97M-V/def2-TZVPD

```
! RIJCOSX wB97M-V def2-TZVPD def2/J DEFGRID3
* xyz 0 1
C -2.28 2.11 -0.24
C -2.18 0.85 -0.31
C 1.34 0.24 0.02
C -0.46 -0.44 1.02
C 2.17 1.30 -0.57
C -0.31 -2.80 0.14
N 0.40 0.56 0.84
N -0.06 -1.52 0.19
O 1.11 -1.11 -0.46
H -2.00 3.04 0.01
H -1.12 -0.40 1.83
H 1.69 1.58 -1.51
H 3.15 0.99 -0.70
H 2.00 2.25 0.00
H -0.98 -3.08 0.93
H -2.75 -0.19 -0.74
H 0.29 -3.39 -0.46
*
```

Results
Gap between HOMO and LUMO (alpha / beta): 7.2 / 7.2 eV
HOMO level (alpha / beta): -0.242 / -0.242 Ha
ΔE to the lowest compared entry with this formula, charge and spin: 766.0 kJ/mol
Lowest unoccupied orbital energy (alpha / beta): 0.629 / 0.635 eV

4.
Formula: C10H10N2
Source: the Open Molecules 2025 dataset
Level of theory: ωB97M-V/def2-TZVPD

```
! RIJCOSX wB97M-V def2-TZVPD def2/J DEFGRID3
* xyz 0 1
C -1.71 -0.48 1.75
C -2.34 -1.37 0.89
C -1.93 -1.59 -0.40
C -0.69 -1.00 -0.80
C -0.07 -0.11 -0.01
C -0.63 0.26 1.31
C 1.17 1.60 -1.45
C 2.45 1.64 -2.08
C 3.14 0.53 -1.58
C 2.37 -0.10 -0.61
H -1.97 0.32 3.75
H -3.25 -0.56 3.24
H -3.22 -1.92 1.15
H -2.50 -2.33 -0.96
H -0.14 -1.27 -1.77
H -0.31 1.06 1.92
H 0.60 2.43 -1.55
H 2.66 2.54 -2.65
H 4.15 0.34 -1.79
H 2.73 -1.08 -0.15
N -2.48 0.06 2.95
N 1.16 0.53 -0.56
*
```

Results
Gap between HOMO and LUMO: 9.0 eV
SMILES: Nc1cccc(-n2cccc2)c1
HOMO level: -0.295 Ha
ΔE to the lowest compared entry with this formula, charge and spin: 237.5 kJ/mol
Lowest unoccupied orbital energy: 0.923 eV

5.
Formula: C2F3O3Pb
Source: the Open Molecules 2025 dataset
Level of theory: ωB97M-V/def2-TZVPD

```
! RIJCOSX wB97M-V def2-TZVPD def2/J DEFGRID3
* xyz 0 2
C -1.17 0.35 0.02
F -1.57 1.62 0.05
F -1.64 -0.25 1.11
F -1.72 -0.23 -1.04
O 0.44 -1.94 -0.15
C 0.98 -0.89 0.04
O 0.18 0.34 -0.04
O 2.17 -0.53 0.18
Pb 2.33 1.54 -0.18
*
```

Results
Gap between HOMO and LUMO (alpha / beta): 6.1 / 10.4 eV
HOMO level (alpha / beta): -0.261 / -0.416 Ha
Lowest unoccupied orbital energy (alpha / beta): -1.008 / -0.945 eV
⟨S²⟩: 0.753

6.
Formula: C4H8O2
Source: the Open Molecules 2025 dataset
Level of theory: ωB97M-V/def2-TZVPD

```
! RIJCOSX wB97M-V def2-TZVPD def2/J DEFGRID3
* xyz 0 1
C -0.80 1.54 0.15
C 0.83 -0.47 -0.50
O 1.59 -0.43 -1.63
C 0.84 -1.16 0.82
C -0.26 -1.12 -0.17
O -1.48 0.26 0.48
H 0.25 1.65 0.49
H -1.42 2.20 0.73
H -0.80 1.77 -0.92
H 2.26 0.24 -1.50
H 1.29 -2.15 0.91
H 0.79 -0.60 1.77
H -0.97 -1.85 -0.50
H -2.20 0.08 -0.14
*
```

Results
Gap between HOMO and LUMO: 8.1 eV
SMILES: OC1=CC1.CO
HOMO level: -0.267 Ha
ΔE to the lowest compared entry with this formula, charge and spin: 570.9 kJ/mol
Lowest unoccupied orbital energy: 0.802 eV

7.
Formula: C29H57AsF3N2O17S
Source: the Open Molecules 2025 dataset
Level of theory: ωB97M-V/def2-TZVPD

```
! RIJCOSX wB97M-V def2-TZVPD def2/J DEFGRID3
* xyz -1 1
O 3.49 -4.24 5.92
C 2.48 -3.95 4.98
C 1.10 -3.90 5.60
As 0.83 -2.28 6.90
C 0.80 -0.93 5.35
C 1.88 0.14 5.41
C 3.21 -0.20 4.70
C 4.29 -0.84 5.60
S 5.88 0.05 5.39
C 6.98 -1.26 5.64
N 7.81 -1.79 4.80
N 8.47 -2.80 5.50
C 7.97 -2.79 6.69
O 7.04 -1.85 6.87
C 2.60 -5.00 3.88
F 1.61 -4.89 2.98
F 2.58 -6.25 4.34
F 3.75 -4.87 3.19
H 3.07 -4.29 6.78
H 2.70 -2.99 4.49
H 0.32 -3.90 4.85
H 0.99 -4.81 6.20
H -0.75 -2.52 6.76
H 0.86 -3.29 8.14
H 2.40 -2.08 7.03
H 0.55 -1.07 7.91
H -0.17 -0.45 5.45
H 0.79 -1.43 4.38
H 1.50 1.03 4.90
H 2.09 0.44 6.44
H 3.62 0.74 4.32
H 3.04 -0.82 3.82
H 3.99 -0.81 6.64
H 4.47 -1.87 5.33
H 8.25 -3.48 7.47
C 1.50 -2.83 0.03
C 0.17 -3.02 0.74
O -0.39 -1.75 1.15
C -1.01 -1.06 0.21
O -1.17 -1.39 -0.94
O -1.45 0.08 0.75
C -2.10 0.95 -0.17
H 2.18 -2.25 0.65
H 1.95 -3.80 -0.18
H 1.37 -2.29 -0.91
H 0.31 -3.58 1.66
H -0.54 -3.55 0.12
H -2.90 0.43 -0.70
H -1.39 1.36 -0.88
H -2.52 1.76 0.42
C -2.25 7.04 -2.41
C -0.92 6.40 -2.07
O -1.03 4.97 -2.03
C -1.02 4.33 -3.20
O -0.88 4.84 -4.28
O -1.18 3.03 -2.95
C -1.22 2.20 -4.12
H -3.02 6.69 -1.72
H -2.19 8.12 -2.31
H -2.57 6.80 -3.42
H -0.60 6.68 -1.07
H -0.14 6.69 -2.77
H -0.35 2.37 -4.74
H -2.13 2.39 -4.68
H -1.22 1.18 -3.75
C -7.50 6.47 2.95
C -7.60 6.73 1.46
O -6.33 6.57 0.82
C -5.97 5.31 0.57
O -6.62 4.33 0.80
O -4.77 5.33 0.00
C -4.21 4.05 -0.30
H -6.74 7.11 3.40
H -8.46 6.69 3.43
H -7.25 5.43 3.15
H -7.89 7.76 1.27
H -8.34 6.07 0.99
H -4.91 3.46 -0.89
H -3.96 3.53 0.61
H -3.31 4.23 -0.88
C -2.02 -4.38 -2.74
C -2.64 -5.45 -1.88
O -2.65 -6.73 -2.54
C -1.50 -7.39 -2.52
O -0.48 -7.04 -1.98
O -1.66 -8.54 -3.19
C -0.48 -9.34 -3.26
H -2.51 -4.34 -3.72
H -2.11 -3.41 -2.26
H -0.96 -4.58 -2.91
H -3.69 -5.23 -1.69
H -2.14 -5.54 -0.92
H -0.06 -9.51 -2.27
H 0.27 -8.86 -3.90
H -0.78 -10.28 -3.70
C 0.97 4.04 -6.92
C 0.97 4.23 -8.41
O 2.26 3.96 -8.99
C 2.54 2.67 -9.17
O 1.81 1.74 -8.94
O 3.77 2.58 -9.67
C 4.23 1.24 -9.88
H 1.76 4.63 -6.45
H 0.01 4.34 -6.49
H 1.14 2.99 -6.66
H 0.77 5.27 -8.66
H 0.22 3.61 -8.90
H 3.51 0.68 -10.48
H 4.38 0.74 -8.93
H 5.17 1.32 -10.41
*
```

Results
Gap between HOMO and LUMO: 5.7 eV
HOMO level: -0.143 Ha
Lowest unoccupied orbital energy: 1.790 eV

8.
Formula: C3H7NO2
Source: the Open Molecules 2025 dataset
Level of theory: ωB97M-V/def2-TZVPD

```
! RIJCOSX wB97M-V def2-TZVPD def2/J DEFGRID3
* xyz 0 1
C -0.32 0.76 1.92
O -0.61 0.24 0.63
C 0.40 0.03 -0.22
O 1.63 0.30 0.31
C 0.25 -0.42 -1.47
N -0.94 -0.97 -2.03
H -1.27 0.79 2.45
H 0.09 1.78 1.86
H 0.39 0.13 2.47
H 2.25 -0.22 -0.23
H 1.11 -0.36 -2.13
H -1.28 -1.74 -1.45
H -1.70 -0.30 -2.11
*
```

Results
Gap between HOMO and LUMO: 8.9 eV
SMILES: CO/C(O)=C\N
HOMO level: -0.300 Ha
ΔE to the lowest compared entry with this formula, charge and spin: 222.7 kJ/mol
Lowest unoccupied orbital energy: 0.773 eV